(w)
Computed, not measured: an isolated molecule of C9H8O2, with ωB97M-V/def2-TZVPD.

Geometry (Å):
C 3.010 -0.761 0.223
C 1.795 0.186 -0.159
C 0.434 -0.435 -0.043
C 0.228 -1.769 0.094
C -1.136 -2.238 -0.003
C -2.270 -1.394 -0.135
C -2.064 -0.016 -0.014
C -0.712 0.427 -0.098
C -0.607 1.867 0.338
H 3.464 -1.507 -0.598
H 2.798 -1.175 1.210
H 3.720 0.096 0.377
H 0.980 -2.478 0.143
H -1.442 -3.264 -0.005
H -3.270 -1.882 -0.135
H -2.854 0.661 0.069
H 0.312 2.206 0.801
O 1.996 1.356 -0.412
O -1.468 2.662 0.028

Summary:
HOMO energy   -9.584 eV
SMILES   CC(=O)c1ccccc1C=O

=====

(x)
Computed, not measured: an isolated molecule of C9H8O2, with ωB97M-V/def2-TZVPD.

Geometry (Å):
C -1.952 0.191 1.719
C -0.729 0.434 2.318
C -2.031 -0.084 0.364
C 0.435 0.411 1.562
C -0.875 -0.116 -0.402
C 0.362 0.140 0.209
C -0.813 -0.409 -1.833
C 0.387 -0.408 -2.370
C 1.559 0.087 -0.683
O 2.175 1.277 -0.901
O 2.476 -0.922 -0.486
H -2.854 0.213 2.313
H -0.677 0.646 3.376
H -2.990 -0.274 -0.097
H 1.392 0.604 2.022
H -1.742 -0.609 -2.356
H 0.790 -0.570 -3.342
H 3.053 1.098 -1.265
H 2.033 -1.708 -0.147

Summary:
HOMO energy   -8.441 eV

=====

Most favorable first, least favorable last: (w), (x)

=====

(w)
Computed, not measured: an isolated molecule of C13H19N, with ωB97M-V/def2-TZVPD.

Geometry (Å):
C -0.110 3.831 -1.305
C 0.211 2.523 -1.828
C 1.569 2.210 -2.521
C 0.271 1.665 -0.540
C 0.241 0.140 -0.653
C -0.973 -1.631 -1.506
C -1.246 -2.417 -0.177
C -0.527 -1.736 0.953
C -0.806 -2.290 2.258
C 0.125 -1.904 3.189
C 1.071 -0.918 2.978
C 1.025 -0.175 1.684
C 0.154 -0.587 0.693
H -1.194 4.013 -0.933
H 0.502 4.216 -0.365
H -0.032 4.687 -2.102
H -0.609 2.067 -2.499
H 2.320 2.221 -1.819
H 1.343 1.092 -2.585
H 1.559 2.521 -3.729
H 1.077 2.027 0.208
H -0.667 1.872 -0.028
H 1.136 -0.098 -1.325
H -1.834 0.310 -1.139
H -1.569 -2.054 -2.315
H 0.082 -1.820 -1.512
H -0.923 -3.417 -0.301
H -2.410 -2.440 -0.175
H -1.480 -2.992 2.576
H -0.055 -2.384 4.101
H 1.836 -0.594 3.677
H 1.691 0.607 1.524
N -0.973 -0.302 -1.517

Summary:
HOMO energy   -8.495 eV
SMILES   CC(C)C[C@@H]1NCCc2ccccc21

=====

(x)
Computed, not measured: a 2-piece molecular cluster, C13H19N overall, with ωB97M-V/def2-TZVPD.

Geometry (Å):
C 3.408 1.190 2.243
C 0.836 0.957 2.302
C 2.165 0.378 2.164
C -0.047 -0.121 2.239
C 2.010 -0.957 2.074
C -0.996 2.449 2.575
C -1.866 1.353 2.483
C 0.363 2.265 2.413
C -1.428 0.048 2.349
N 0.662 -1.323 2.255
H -1.433 3.431 2.653
H -2.918 1.513 2.698
H 1.043 3.064 2.295
H -2.143 -0.757 2.433
H 4.290 0.609 2.527
H 3.396 1.988 2.981
H 2.769 -1.723 2.058
H 0.210 -2.068 1.745
H 3.661 1.573 1.261
C -0.596 -1.028 -3.259
C -0.840 0.418 -2.784
C -0.773 -2.014 -2.071
C -1.597 -1.353 -4.366
H 0.401 -1.066 -3.695
H -1.654 0.573 -2.083
H -1.558 -2.708 -2.364
H 0.122 -2.611 -1.890
H -0.972 -1.471 -1.150
H -1.600 -2.426 -4.575
H -2.628 -1.086 -4.148
H -1.334 -0.952 -5.349
H -1.038 1.044 -3.660
H 0.086 0.811 -2.356

Summary:
HOMO energy   -8.022 eV
SMILES   Cc1c[nH]c2ccccc12.CC(C)C

=====

Most favorable first, least favorable last: (x), (w)

=====

(w)
Computed, not measured: an isolated molecule of C5H7OP, with ωB97M-V/def2-TZVPD.

Geometry (Å):
C -2.496 0.964 -0.112
C -1.485 0.325 -0.141
C -0.821 -2.038 0.273
C 1.839 1.778 -0.222
C -0.474 -0.641 -0.095
O 2.281 -0.959 0.063
P 1.115 0.006 0.193
H -3.298 1.704 0.030
H -1.787 -2.071 0.781
H 0.061 -2.452 0.946
H -0.797 -2.635 -0.617
H 2.800 1.418 -0.601
H 1.171 2.026 -1.040
H 1.891 2.574 0.543

Summary:
HOMO energy   -8.098 eV

=====

(x)
Computed, not measured: an isolated molecule of C5H7OP, with ωB97M-V/def2-TZVPD.

Geometry (Å):
C -1.439 -1.391 0.375
C -0.399 -0.910 1.254
C 0.112 -0.559 -1.196
C -1.096 -1.154 -1.004
C 1.228 1.350 0.687
O -1.903 -1.655 -2.002
P 0.998 -0.466 0.382
H -2.367 -1.756 0.610
H -0.609 -1.010 2.270
H 0.584 -0.716 -2.203
H 0.642 2.017 -0.106
H 2.278 1.535 0.581
H 0.922 1.345 1.734
H -1.555 -1.144 -2.784

Summary:
HOMO energy   -8.477 eV
SMILES   CP1=CC=C(O)C=1

=====

Most favorable first, least favorable last: (x), (w)